{"formula": "C18H28N2OPt", "method": "wB97M-V/def2-TZVPD", "symbols": ["Pt", "C", "N", "C", "C", "C", "C", "C", "C", "C", "C", "H", "H", "H", "H", "H", "H", "H", "H", "H", "H", "H", "H", "C", "C", "C", "C", "C", "C", "H", "H", "H", "H", "H", "H", "H", "H", "H", "C", "N", "C", "C", "O", "H", "H", "H", "H", "H", "H", "H"], "xyz": [[0.389721, 0.968361, 0.171522], [-0.031708, 2.652826, -2.258097], [-0.898724, 2.410099, -1.098530], [-2.118251, 1.661193, -1.418778], [-1.152352, 3.615844, -0.280019], [-0.754383, 3.431746, 1.151410], [-1.257916, 4.257504, 2.143800], [-0.783484, 4.157027, 3.446083], [0.180788, 3.207045, 3.789584], [0.677080, 2.357457, 2.819816], [0.197656, 2.464017, 1.517952], [-0.498824, 3.368596, -2.942853], [0.136715, 1.724419, -2.798208], [0.925295, 3.058618, -1.935564], [-2.745596, 2.237656, -2.106154], [-2.686547, 1.468209, -0.510846], [-1.866543, 0.713167, -1.888350], [-2.209716, 3.881837, -0.323554], [-0.583126, 4.453294, -0.688557], [-1.997401, 5.005582, 1.886226], [-1.146488, 4.843150, 4.200097], [0.542767, 3.133526, 4.805218], [1.430514, 1.623434, 3.083149], [-2.553210, -2.990399, 1.888042], [-1.436962, -3.207753, 0.846027], [-1.996956, -3.830281, -0.439103], [-0.332077, -4.102110, 1.464346], [-0.835323, -1.921793, 0.542627], [-0.346846, -0.835504, 0.271046], [-2.928224, -3.959850, 2.211935], [-3.379097, -2.425106, 1.455317], [-2.179507, -2.451262, 2.757923], [-2.493236, -4.771347, -0.205970], [-1.199012, -4.023865, -1.155983], [-2.725556, -3.166410, -0.905154], [-0.791505, -5.010945, 1.850566], [0.172157, -3.591508, 2.283610], [0.407100, -4.371133, 0.709815], [2.352360, -1.454012, -3.058192], [3.214526, -1.189232, -1.915375], [4.313073, -2.119571, -1.698267], [3.004344, -0.178078, -1.113071], [2.067640, 0.664642, -1.256367], [2.958998, -1.634527, -3.943867], [1.703037, -0.603333, -3.235731], [1.747776, -2.343198, -2.872744], [3.920548, -3.105011, -1.443874], [4.957418, -1.775681, -0.892959], [4.900041, -2.218021, -2.610057], [3.729017, -0.079322, -0.299888]], "forces_ev_per_angstrom": [[0.213, 1.496, -0.633], [-0.013, 0.334, -0.590], [1.228, -1.111, 1.133], [-0.486, -0.126, -0.174], [-0.266, 0.248, 0.462], [-0.490, 0.214, -0.181], [0.286, 0.210, -0.141], [0.061, -0.028, -0.015], [0.164, 0.083, -0.179], [0.251, -0.341, 0.366], [-0.700, -1.755, -0.916], [-0.098, -0.031, 0.082], [-0.024, -0.031, 0.085], [-0.032, -0.006, 0.032], [0.112, 0.073, -0.002], [0.068, 0.014, 0.029], [0.064, 0.033, 0.001], [0.002, -0.008, -0.213], [0.010, -0.054, -0.104], [0.008, 0.023, 0.050], [-0.111, -0.089, 0.026], [0.027, 0.029, -0.002], [-0.102, -0.097, -0.030], [-0.030, 0.178, -0.191], [0.290, -0.487, 0.527], [-0.004, 0.128, -0.110], [-0.203, 0.062, -0.217], [0.037, 0.729, -0.298], [0.345, 0.942, 0.494], [-0.004, -0.019, -0.013], [-0.010, -0.003, 0.032], [0.004, -0.049, 0.032], [0.038, -0.016, 0.054], [-0.011, -0.045, -0.001], [-0.033, -0.033, 0.010], [0.050, -0.042, -0.029], [-0.035, -0.018, 0.048], [0.022, -0.030, 0.028], [-0.254, -0.077, -0.200], [-0.194, 0.430, 0.099], [0.255, -0.286, 0.055], [0.558, -0.682, 0.008], [-0.945, -0.082, 0.435], [0.084, 0.041, 0.062], [0.016, -0.008, 0.027], [0.035, 0.018, 0.062], [-0.061, 0.059, 0.008], [-0.040, 0.049, -0.004], [-0.010, 0.110, 0.000], [-0.073, 0.052, -0.006]], "e_lumo_ev": [-9.565, -9.529], "mol_weight_g_mol": 483.51, "spin_multiplicity": 1, "total_charge": 2, "homo_lumo_gap_ev": [5.99, 5.89], "e_tot_ev": -27374.054, "homo_ev": [-15.55, -15.42], "e_above_lowest_kcal_mol": 42.9}